No. 1
C15H7Cl4LiO2 | ωB97M-V/def2-TZVPD

Cartesian coordinates (Å):
Cl1 3.81 1.52 -2.26
C1 3.10 0.22 -1.40
C2 2.51 0.46 -0.17
Cl2 2.48 2.01 0.56
C3 2.05 -0.67 0.64
O1 2.25 -0.84 1.84
C4 1.48 -1.78 -0.25
O2 0.38 -2.29 -0.08
C5 2.41 -2.12 -1.33
Cl3 2.32 -3.71 -1.92
C6 3.17 -1.12 -1.92
Cl4 4.16 -1.46 -3.27
C7 -1.98 -1.07 2.00
Li1 -1.51 3.54 0.12
C8 -0.71 -0.76 2.53
C9 -0.14 0.28 1.75
C10 -1.05 0.61 0.69
C11 -2.23 -0.19 0.88
C12 -3.35 0.05 0.08
C13 -3.32 1.06 -0.86
C14 -2.13 1.76 -1.14
C15 -0.96 1.49 -0.40
H1 -2.68 -1.83 2.35
H2 -0.22 -1.24 3.37
H3 0.70 0.91 2.02
H4 -4.24 -0.56 0.24
H5 -4.21 1.29 -1.46
H6 -2.10 2.46 -1.99
H7 -0.01 1.99 -0.62

Summary:
Spin multiplicity: 1
Energy above the lowest of the compared OMol25 structures with the same formula, charge and spin (kJ/mol): 207.3
Frontier orbital gap (eV): 4.29

=====

No. 2
C15H7FINO2 | ωB97M-V/def2-TZVPD

Cartesian coordinates (Å):
O1 -1.38 -1.44 4.21
C1 -1.22 -0.63 3.33
C2 -2.16 0.62 3.14
C3 -2.41 1.07 1.88
C4 -1.79 0.31 0.65
O2 -2.46 0.19 -0.35
C5 -0.37 -0.27 0.88
C6 -0.08 -0.74 2.26
C7 1.20 -1.27 2.68
C8 2.25 -1.32 1.64
F1 3.50 -1.78 1.98
C9 1.98 -0.89 0.26
I1 3.66 -1.10 -1.10
C10 0.66 -0.34 -0.16
C11 0.44 0.12 -1.60
C12 1.32 1.10 -2.23
C13 1.10 1.49 -3.61
N1 0.12 1.11 -4.49
C14 -0.67 0.19 -3.86
C15 -0.60 -0.36 -2.52
H1 -2.61 1.17 3.99
H2 -3.06 1.96 1.71
H3 1.45 -1.63 3.70
H4 2.16 1.55 -1.66
H5 1.83 2.22 -4.03
H6 -1.51 -0.20 -4.50
H7 -1.34 -1.12 -2.19

Summary:
Spin multiplicity: 1
Structure (SMILES): O=C1C=CC(=O)c2c1cc(F)c(I)c2-c1ccncc1
Frontier orbital gap (eV): 8.13

=====

No. 3
C15H8Cl5O3P | ωB97M-V/def2-TZVPD

Cartesian coordinates (Å):
O1 0.34 4.09 0.13
C1 0.30 2.84 0.04
C2 1.62 1.92 0.10
C3 2.80 2.15 1.07
C4 3.97 1.11 1.01
C5 4.01 -0.12 0.07
C6 2.84 -0.33 -0.93
C7 1.68 0.69 -0.88
C8 0.43 0.53 -1.88
O2 0.57 0.27 -3.10
C9 -1.00 0.78 -1.18
C10 -1.07 2.00 -0.20
C11 -2.41 2.31 0.50
C12 -3.67 1.41 0.25
C13 -3.55 0.20 -0.74
C14 -2.22 -0.15 -1.46
P1 -1.97 -1.62 -2.63
O3 -3.29 -2.74 -2.43
Cl1 -0.30 -2.74 -1.88
H1 2.82 3.02 1.79
H2 4.83 1.29 1.74
H3 4.85 -0.89 0.05
H4 2.78 -1.20 -1.66
H5 -2.49 3.20 1.21
H6 -4.66 1.62 0.76
H7 -4.46 -0.47 -0.90
H8 -3.03 -3.35 -1.70
Cl2 0.72 -2.08 1.33
C15 0.06 -3.16 2.57
Cl3 0.01 -2.32 4.13
Cl4 -1.59 -3.65 2.11
Cl5 1.08 -4.61 2.71

Summary:
Spin multiplicity: 1
Structure (SMILES): O=C1c2ccccc2C(=O)c2c1cccc2P(O)Cl.ClC(Cl)(Cl)Cl
Frontier orbital gap (eV): 7.70

=====

No. 4
C15H9Cl5O3Rh | ωB97M-V/def2-TZVPD

Cartesian coordinates (Å):
Rh1 -0.48 0.90 -0.97
C1 -4.29 -3.87 1.90
O1 -4.00 -2.86 2.86
C2 -3.33 -1.78 2.47
C3 -3.10 -0.82 3.49
C4 -2.43 0.32 3.19
C5 -1.93 0.59 1.88
C6 -1.27 1.81 1.62
C7 -1.22 2.91 2.64
O2 -0.67 2.09 0.54
C8 -2.17 -0.40 0.88
O3 -1.84 -0.28 -0.40
C9 -2.87 -1.57 1.19
H1 -4.85 -4.63 2.43
H2 -3.37 -4.30 1.50
H3 -4.90 -3.47 1.09
H4 -3.47 -1.02 4.49
H5 -2.26 1.05 3.97
H6 -2.22 3.15 3.01
H7 -0.78 3.79 2.19
H8 -0.61 2.60 3.49
H9 -3.03 -2.28 0.39
Cl1 1.73 0.57 1.97
C10 1.97 -0.30 0.51
C11 1.11 -0.16 -0.57
C12 1.32 -0.89 -1.71
Cl2 0.07 -0.56 -2.89
C13 2.37 -1.77 -1.88
Cl3 2.55 -2.63 -3.35
C14 3.25 -1.90 -0.81
Cl4 4.58 -2.96 -0.95
C15 3.05 -1.18 0.37
Cl5 4.15 -1.36 1.67

Summary:
Spin multiplicity: 1
Energy above the lowest of the compared OMol25 structures with the same formula, charge and spin (kJ/mol): 0.0
Net charge: +1
Frontier orbital gap (eV): 7.26

=====

Strongest force on any atom values, unit eV Å⁻¹, following the record order: 2.80; 4.26; 4.74; 0.10.